1.
The following is a quantum chemistry calculation of C34H33GeHgN2 as an isolated structure at a distorted geometry, from OMol25.

CARTESIAN COORDINATES (ANGSTROEM)
1 Hg 0.436600 0.386200 -0.122600
2 C -3.673500 -3.212000 1.420300
3 C -3.723000 -3.078300 -0.104600
4 C -2.493600 -3.728800 -0.689600
5 C -2.492200 -5.108300 -0.772700
6 C -1.335200 -5.823800 -1.045300
7 C -0.140400 -5.118700 -1.138500
8 C -0.096700 -3.743900 -1.068900
9 C 1.239200 -3.063500 -1.134800
10 C 1.520100 -2.464700 -2.511600
11 C -1.295000 -2.987500 -0.939300
12 N -1.272900 -1.629000 -0.983500
13 C -2.282600 -0.976800 -1.552400
14 C -2.603200 0.379600 -1.338000
15 C -3.658200 1.105800 -1.928600
16 C -3.621800 2.379600 -1.369200
17 C -2.563000 2.375700 -0.470200
18 N -1.947100 1.184100 -0.440000
19 H -4.565400 -2.794000 1.891100
20 H -2.802200 -2.675300 1.790300
21 H -3.580200 -4.259000 1.708600
22 H -3.774000 -2.018200 -0.347300
23 H -4.623900 -3.567100 -0.492600
24 H -3.422000 -5.645100 -0.598600
25 H -1.358200 -6.902900 -1.138200
26 H 0.788300 -5.662800 -1.269500
27 H 2.027200 -3.780400 -0.881300
28 H 1.256700 -2.260600 -0.390000
29 H 1.545400 -3.243400 -3.273600
30 H 2.475200 -1.941000 -2.513500
31 H 0.734800 -1.755600 -2.765900
32 H -2.913200 -1.513300 -2.276700
33 H -4.349300 0.741700 -2.674000
34 H -4.284400 3.209100 -1.570400
35 H -2.222000 3.185900 0.156800
36 C 2.669300 0.666900 -0.125000
37 Ge 3.280000 0.504800 1.726700
38 C 2.884000 -1.142800 2.822200
39 C 3.205600 -2.387500 2.285600
40 C 2.792100 -3.561000 2.877400
41 C 2.011000 -3.520900 4.024000
42 C 1.674500 -2.291100 4.571700
43 C 2.117800 -1.121800 3.982400
44 C 5.271700 0.613500 1.649500
45 C 5.873000 1.574500 0.830800
46 C 7.233400 1.591400 0.602600
47 C 8.054900 0.628300 1.186100
48 C 7.474400 -0.335600 2.007800
49 C 6.113300 -0.334200 2.233900
50 C 2.551100 2.038400 2.786200
51 C 1.175600 2.109600 3.015300
52 C 0.593800 3.202600 3.625400
53 C 1.374300 4.280900 4.010000
54 C 2.746700 4.231500 3.798000
55 C 3.319400 3.117000 3.208700
56 H 2.999300 -0.282900 -0.600000
57 H 3.796300 -2.421000 1.377600
58 H 3.066900 -4.514400 2.440500
59 H 1.655300 -4.439500 4.476300
60 H 1.061900 -2.246700 5.464600
61 H 1.862800 -0.168400 4.429100
62 H 5.235600 2.308400 0.354400
63 H 7.669500 2.350000 -0.038600
64 H 9.123100 0.617900 0.992200
65 H 8.103200 -1.094700 2.468700
66 H 5.679800 -1.090800 2.875700
67 H 0.546700 1.281600 2.705600
68 H -0.478400 3.223900 3.789800
69 H 0.921500 5.153500 4.467600
70 H 3.360000 5.077900 4.087100
71 H 4.391700 3.083200 3.063100

Forces on atoms 1 to 2 (eV/Å):
Hg -0.1 0.3 -0.4
C -0.1 0.0 -0.1

The total energy is -99461.3160 eV. For the highest occupied orbital energy (spin up / spin down), the calculation gives 1.68 / -0.99 eV. As for the spin multiplicity: 2. As for the net charge: -2. The expectation value of S² is 0.77.

---

2.
The following is a quantum chemistry calculation of a 4-piece molecular cluster, C14H39N3O5 overall at a distorted geometry, from OMol25.

CARTESIAN COORDINATES (ANGSTROEM)
1 C -10.383676 18.213610 -7.976756
2 O -10.509386 18.397503 -9.346711
3 C -10.476793 19.768853 -9.795379
4 C -11.666183 20.553961 -9.304854
5 C -12.970946 20.000963 -9.872264
6 N -11.463273 21.988585 -9.496181
7 H -10.043233 17.211421 -7.740306
8 H -11.318427 18.428662 -7.429730
9 H -9.726550 18.975354 -7.516849
10 H -9.530690 20.211245 -9.459000
11 H -10.433687 19.594312 -10.874357
12 H -11.636836 20.354693 -8.228018
13 H -12.888398 19.895052 -10.955202
14 H -13.798799 20.662712 -9.607897
15 H -13.194119 19.034184 -9.418356
16 H -11.032055 22.123481 -10.403887
17 H -12.330922 22.511009 -9.455078
18 C -15.489606 21.615507 -13.139223
19 O -14.564614 22.660437 -13.452310
20 C -13.855622 23.168224 -12.351175
21 C -14.734506 23.894997 -11.369986
22 C -15.539502 24.977820 -12.084329
23 N -13.874174 24.464898 -10.303834
24 H -15.463868 20.939386 -13.992299
25 H -16.500330 22.016256 -13.045662
26 H -15.171237 21.082434 -12.242001
27 H -13.206536 22.413786 -11.886019
28 H -13.170561 23.901980 -12.793934
29 H -15.433375 23.258451 -10.820975
30 H -15.932223 25.735845 -11.404636
31 H -16.417805 24.540272 -12.567534
32 H -14.937743 25.467525 -12.850896
33 H -13.030827 24.875540 -10.687358
34 H -14.394370 25.179401 -9.812992
35 C -9.801796 20.615546 -4.796750
36 O -9.048356 20.987975 -3.682981
37 C -9.536571 22.139243 -3.043518
38 C -8.967397 22.219929 -1.648717
39 C -9.586187 21.181197 -0.725522
40 N -9.223685 23.587244 -1.169975
41 H -9.646750 21.225871 -5.700493
42 H -10.874053 20.468435 -4.625760
43 H -9.461851 19.637300 -5.167251
44 H -9.226194 23.038530 -3.597275
45 H -10.634581 22.187891 -2.993402
46 H -7.883897 22.115914 -1.707100
47 H -9.030914 21.191416 0.219748
48 H -9.461204 20.156072 -1.089257
49 H -10.645449 21.341663 -0.529800
50 H -10.167089 23.888592 -1.387543
51 H -9.138164 23.611882 -0.160599
52 O -15.997954 19.232177 -7.273434
53 C -16.687908 19.346065 -6.047210
54 C -16.079128 20.421018 -5.193488
55 O -16.206248 21.691869 -5.835876
56 H -15.917646 20.096803 -7.688884
57 H -17.759205 19.486655 -6.240864
58 H -16.614299 18.392913 -5.517181
59 H -15.009606 20.191489 -5.157866
60 H -16.457367 20.387678 -4.169664
61 H -16.755900 22.256288 -5.288839

Forces on atoms 1 to 2 (eV/Å):
C -0.4 1.2 1.2
O 0.0 0.2 -0.5

The total energy is -29855.5994 eV. As for the relative energy (zero: lowest compared OMol25 entry of this formula, charge and spin): 0.0 kcal per mole. The structure (SMILES) is COC[C@H](C)N.COC[C@H](C)N.COC[C@H](C)N.OCCO. For the highest occupied orbital energy, the calculation gives -9.09 eV. As for the spin multiplicity: 1. As for the net charge: 0.

---

3.
The following is a quantum chemistry calculation of one molecule with the formula C10H9FN2 at a distorted geometry, from OMol25.

CARTESIAN COORDINATES (ANGSTROEM)
1 C 3.357935 -0.058013 0.463946
2 C 2.473594 -0.262939 -0.793569
3 F 2.838666 0.684319 -1.756613
4 C 1.019647 0.023479 -0.445946
5 C 0.621565 1.389475 -0.292538
6 C -0.664237 1.662485 -0.019299
7 C -1.641752 0.646130 0.130398
8 N -2.928834 1.021892 0.380315
9 C -3.729243 -0.007242 0.490061
10 C -3.320334 -1.360462 0.404909
11 N -2.089165 -1.731998 0.170116
12 C -1.231993 -0.682880 0.009774
13 C 0.125848 -0.964711 -0.283516
14 H 3.946035 0.853012 0.326967
15 H 2.703450 0.045299 1.332983
16 H 3.996983 -0.935754 0.594028
17 H 2.537251 -1.274527 -1.207540
18 H 1.352832 2.184133 -0.396517
19 H -0.954149 2.705355 0.093516
20 H -4.787271 0.195166 0.664086
21 H -4.078306 -2.134289 0.525326
22 H 0.451481 -1.997933 -0.390886

Forces on atoms 1 to 2 (eV/Å):
C -0.3 -0.5 -0.6
C -0.8 0.6 1.0

The total energy is -16213.5909 eV. As for the relative energy (zero: lowest compared OMol25 entry of this formula, charge and spin): 0.0 kcal per mole. The structure (SMILES) is C[C@H](F)c1ccc2nccnc2c1. For the highest occupied orbital energy, the calculation gives -9.33 eV. As for the spin multiplicity: 1. As for the net charge: 0.

---

4.
The following is a quantum chemistry calculation of one molecule with the formula C4H7N3O2S at a distorted geometry, from OMol25.

CARTESIAN COORDINATES (ANGSTROEM)
1 C -0.116837 2.307972 0.508775
2 C -0.353962 -0.370152 0.036243
3 C -0.214143 1.327074 -1.405705
4 C -0.363338 -1.789103 0.434077
5 N -0.694046 0.071479 -1.084085
6 N -0.462431 3.399990 0.850422
7 N 0.964318 -2.181504 -0.145046
8 O 1.995566 0.805844 0.515748
9 O 0.355301 0.512544 2.471675
10 S 0.628671 0.799333 1.043923
11 H -0.842468 1.867162 -2.133726
12 H 0.809061 1.342768 -1.483322
13 H -1.176507 -2.429788 0.020220
14 H -0.338074 -1.923323 1.526191
15 H -0.173247 3.770765 1.865564
16 H 0.985918 -1.876549 -1.159332
17 H 1.665987 -1.641563 0.312097

Forces on atoms 1 to 2 (eV/Å):
C 0.2 -3.9 -4.3
C -0.3 0.6 0.5

The total energy is -23656.9574 eV. As for the relative energy (zero: lowest compared OMol25 entry of this formula, charge and spin): 108.2 kcal per mole. For the highest occupied orbital energy, the calculation gives -8.70 eV. As for the spin multiplicity: 1. As for the net charge: 0.

---

5.
The following is a quantum chemistry calculation of a 2-piece molecular cluster, C3H7NO2 overall at a distorted geometry, from OMol25.

CARTESIAN COORDINATES (ANGSTROEM)
1 O -2.306349 0.476639 -0.858264
2 C -1.511668 0.643968 -1.758459
3 C -0.131481 0.052715 -1.938702
4 H -1.991938 0.831071 -2.743928
5 H -0.026282 -0.235933 -2.992376
6 H 0.618592 0.841490 -1.691315
7 H 0.021689 -0.719782 -1.140882
8 C 1.395237 0.092136 2.301701
9 N 0.374119 -0.825416 2.128309
10 O 1.899549 0.689748 1.392646
11 H 1.658851 0.098429 3.419730
12 H 0.366771 -1.123586 1.078737
13 H -0.367086 -0.821475 2.802808

Forces on atoms 1 to 2 (eV/Å):
O 1.4 0.9 -0.8
C -1.3 -2.3 0.2

The total energy is -8798.3964 eV. As for the relative energy (zero: lowest compared OMol25 entry of this formula, charge and spin): 60.3 kcal per mole. For the highest occupied orbital energy (spin up / spin down), the calculation gives -13.61 / -13.56 eV. As for the spin multiplicity: 2. As for the net charge: +1. The expectation value of S² is 0.76.

---

6.
The following is a quantum chemistry calculation of C32H20AuF5O4S2Sb as an isolated structure, from OMol25.

CARTESIAN COORDINATES (ANGSTROEM)
1 Au -1.732971 0.005521 1.171114
2 F -1.109345 -1.677288 7.011888
3 C -1.121001 -0.899237 5.949050
4 C -2.326095 -0.601668 5.329427
5 F -3.452469 -1.098373 5.813339
6 C -2.324055 0.211827 4.215006
7 F -3.495682 0.491627 3.644396
8 C -1.132924 0.757463 3.690608
9 S -1.120910 1.851219 2.346437
10 C 0.067600 0.418089 4.348463
11 F 1.222722 0.887395 3.891733
12 C 0.080706 -0.391733 5.459265
13 F 1.215756 -0.703231 6.067473
14 S -0.868934 0.592119 -0.855660
15 Sb 1.424741 0.943830 -0.436232
16 C 1.690864 2.683669 0.657684
17 C 2.533354 2.698024 1.762284
18 C 2.627606 3.854987 2.522178
19 C 1.880617 4.972934 2.177069
20 C 1.046977 4.951858 1.065290
21 C 0.945087 3.802506 0.297422
22 C 2.293803 -0.725565 0.439413
23 C 1.588290 -1.504049 1.352864
24 C 2.172935 -2.657166 1.852903
25 C 3.449185 -3.021636 1.446128
26 C 4.147867 -2.242348 0.535180
27 C 3.570718 -1.090886 0.019366
28 C 2.209355 1.231471 -2.333724
29 C 1.432250 1.002052 -3.464623
30 C 1.982820 1.221569 -4.719241
31 C 3.292994 1.662579 -4.835022
32 C 4.062679 1.894970 -3.703238
33 C 3.522394 1.685504 -2.443422
34 H 3.101675 1.818816 2.042854
35 H 3.276610 3.880119 3.386813
36 H 1.948145 5.869588 2.778310
37 H 0.473909 5.829550 0.799111
38 H 0.284605 3.785004 -0.562120
39 H 0.581914 -1.246136 1.662613
40 H 1.621718 -3.278332 2.545530
41 H 3.897380 -3.926873 1.832618
42 H 5.137947 -2.535717 0.214079
43 H 4.114874 -0.502216 -0.708393
44 H 0.411478 0.648094 -3.382622
45 H 1.387485 1.047002 -5.604937
46 H 3.717328 1.831233 -5.815554
47 H 5.081003 2.245865 -3.800429
48 H 4.122550 1.894621 -1.564753
49 O -1.940223 -3.854876 0.002917
50 C -2.419417 -2.754678 -0.076232
51 O -2.202472 -1.884944 0.936371
52 C -3.255809 -2.316197 -1.223777
53 C -3.899633 -1.089383 -1.294520
54 C -4.679526 -0.724135 -2.399395
55 C -4.784813 -1.648454 -3.405371
56 O -5.480340 -1.540196 -4.566879
57 C -5.287764 -2.782195 -5.261968
58 O -4.441304 -3.607258 -4.458070
59 C -4.160851 -2.881636 -3.335701
60 C -3.393965 -3.251334 -2.270957
61 H -3.846042 -0.394119 -0.468259
62 H -5.186680 0.228030 -2.452647
63 H -4.801038 -2.585221 -6.216980
64 H -6.252693 -3.270824 -5.394810
65 H -2.902982 -4.211236 -2.211659

Forces on atoms 1 to 2 (eV/Å):
Au 0.4 0.0 0.5
F 0.0 0.1 -0.1

The total energy is -87176.7256 eV. As for the relative energy (zero: lowest compared OMol25 entry of this formula, charge and spin): 9.3 kcal per mole. For the highest occupied orbital energy (spin up / spin down), the calculation gives -10.28 / -10.28 eV. As for the spin multiplicity: 1. As for the net charge: +1.